Record 1
{"formula": "C4H9NO2", "method": "ωB97M-V/def2-TZVPD", "smiles": "CCN=C=O.CO", "relative_energy_kcal_mol": 34.27, "fmax_ev_per_a": 0.74, "spin_multiplicity": 1, "orbital_gap_ev": 10.7909, "lumo_energy_ev": 0.67, "symbols": ["C", "C", "N", "C", "O", "O", "C", "H", "H", "H", "H", "H", "H", "H", "H", "H"], "positions_angstrom": [[0.044, -1.282, 1.596], [1.391, -0.869, 1.019], [1.274, 0.299, 0.153], [1.034, 1.466, 0.363], [0.809, 2.616, 0.437], [-0.917, -0.332, -1.800], [-1.529, 0.936, -1.903], [-0.657, -1.523, 0.791], [0.166, -2.158, 2.242], [-0.385, -0.473, 2.197], [2.112, -0.649, 1.814], [1.811, -1.676, 0.414], [-0.001, -0.189, -1.527], [-1.237, 1.472, -2.819], [-2.610, 0.777, -1.934], [-1.306, 1.585, -1.043]], "nbo_charge": [-0.62, -0.21, -0.59, 0.87, -0.51, -0.73, -0.25, 0.23, 0.22, 0.21, 0.20, 0.21, 0.48, 0.16, 0.18, 0.16]}

Record 2
{"formula": "C18H8Cl3N4OSV", "method": "ωB97M-V/def2-TZVPD", "charge": 2, "fmax_ev_per_a": 0.57, "spin_multiplicity": 3, "orbital_gap_ev": [5.9903, 6.9226], "lumo_energy_ev": [-8.79, -7.87], "symbols": ["V", "S", "N", "C", "C", "C", "C", "C", "N", "C", "C", "N", "C", "C", "C", "C", "C", "N", "H", "H", "H", "H", "H", "H", "Cl", "C", "C", "C", "Cl", "C", "O", "C", "Cl", "C", "H", "H"], "positions_angstrom": [[0.856, 1.543, -0.524], [-3.467, -1.350, 4.769], [-3.734, -0.104, 3.787], [-2.649, 0.024, 3.036], [-2.456, 1.023, 2.003], [-3.408, 1.990, 1.657], [-3.121, 2.888, 0.651], [-1.888, 2.818, 0.013], [-0.970, 1.907, 0.337], [-1.250, 1.004, 1.312], [-0.210, 0.028, 1.623], [0.948, 0.113, 0.913], [1.932, -0.757, 1.160], [1.816, -1.744, 2.130], [0.653, -1.833, 2.864], [-0.389, -0.930, 2.614], [-1.649, -0.923, 3.331], [-1.985, -1.763, 4.300], [-4.354, 2.016, 2.183], [-3.831, 3.646, 0.352], [-1.636, 3.510, -0.782], [2.830, -0.653, 0.566], [2.640, -2.423, 2.295], [0.528, -2.586, 3.633], [4.021, -1.966, -5.711], [2.954, -1.229, -4.589], [3.472, -0.330, -3.656], [2.562, 0.229, -2.794], [3.104, 1.405, -1.563], [1.204, -0.043, -2.802], [0.369, 0.603, -1.930], [0.715, -0.943, -3.746], [-0.956, -1.318, -3.791], [1.599, -1.535, -4.637], [4.524, -0.083, -3.633], [1.226, -2.235, -5.372]], "mulliken_spin": [2.18, 0.00, 0.00, 0.00, -0.01, 0.01, 0.00, 0.00, 0.01, -0.01, 0.01, -0.04, 0.01, 0.00, 0.00, -0.01, 0.00, 0.00, 0.00, 0.00, -0.01, -0.01, 0.00, 0.00, -0.01, -0.03, 0.01, -0.01, 0.00, 0.00, -0.11, -0.02, 0.00, 0.01, 0.00, 0.00]}

Record 3
{"formula": "C4H12N2O", "method": "ωB97M-V/def2-TZVPD", "smiles": "CNC[C@@H](N)CO", "relative_energy_kcal_mol": 43.03, "fmax_ev_per_a": 3.92, "spin_multiplicity": 1, "orbital_gap_ev": 9.2651, "lumo_energy_ev": 0.83, "symbols": ["C", "C", "C", "C", "N", "N", "O", "H", "H", "H", "H", "H", "H", "H", "H", "H", "H", "H", "H"], "positions_angstrom": [[0.109, -0.221, 0.844], [-0.674, -1.687, 1.048], [0.321, -0.223, -0.635], [0.980, 1.586, -2.236], [1.243, 0.973, -0.954], [-0.657, 0.899, 1.279], [-1.262, -1.631, 2.334], [-1.596, -2.500, 2.578], [1.216, 1.682, -0.224], [1.052, -0.256, 1.392], [-1.594, 0.876, 0.888], [-0.736, 0.914, 2.288], [0.082, -2.482, 1.000], [-1.464, -1.905, 0.315], [-0.639, -0.152, -1.169], [0.869, -1.096, -0.992], [1.690, 2.395, -2.418], [1.102, 0.830, -3.015], [-0.041, 1.998, -2.322]], "nbo_charge": [-0.06, -0.09, -0.23, -0.41, -0.64, -0.83, -0.74, 0.47, 0.37, 0.20, 0.36, 0.38, 0.16, 0.15, 0.17, 0.20, 0.20, 0.18, 0.16]}

Record 4
{"formula": "C7H6O", "method": "ωB97M-V/def2-TZVPD", "relative_energy_kcal_mol": 197.95, "fmax_ev_per_a": 11.75, "spin_multiplicity": 1, "orbital_gap_ev": 9.3887, "lumo_energy_ev": 0.09, "symbols": ["C", "C", "C", "C", "C", "C", "C", "H", "H", "H", "H", "H", "H", "O"], "positions_angstrom": [[0.017, 1.494, 0.229], [-0.842, 0.274, 0.751], [-1.441, -0.646, -0.067], [-2.363, -1.483, -0.530], [0.616, 0.195, 0.840], [1.682, -0.654, 0.155], [2.700, -1.220, -0.490], [-0.782, 0.896, -1.565], [-0.084, 2.352, 0.812], [-1.294, 0.201, 1.916], [-2.898, -2.010, -1.248], [1.032, 0.233, 1.812], [3.610, -1.448, -1.362], [0.047, 1.817, -1.253]], "nbo_charge": [0.15, -0.37, -0.05, -0.18, -0.31, -0.03, -0.28, 0.48, 0.20, 0.27, 0.23, 0.25, 0.30, -0.68]}

Number 1: calculated total energy -9878.575 eV. Number 2: calculated total energy -100880.422 eV. Number 3: calculated total energy -9369.328 eV. Number 4: calculated total energy -9393.636 eV.